Here is a molecular structure, C4H5NO2 at a distorted geometry from the OMol25 dataset. Energies are from ωB97M-V with the def2-TZVPD basis set.

```
12
Properties=species:S:1:pos:R:3:forces:R:3:lowdin_charge:R:1
N 0.61679 0.98860 0.83923 0.064 0.178 0.245 0.243
C -0.13211 -0.09678 0.18381 0.158 0.209 -0.095 -0.367
C 0.48679 -1.37680 -0.29718 0.064 -0.165 0.007 -0.077
C 0.30721 -0.27286 -1.28936 -0.062 -0.384 -0.132 -0.078
O -1.21811 -0.32618 -1.60172 -0.222 -0.133 -0.080 0.022
C -1.44768 0.20382 -0.40383 -0.674 0.565 0.386 -0.533
O -2.35439 0.90934 -0.00386 0.763 -0.559 -0.351 0.087
H 1.13019 0.74666 1.68730 -0.126 -0.057 -0.033 0.165
H -0.01871 1.77042 1.03972 -0.001 -0.127 -0.033 0.171
H 1.52025 -1.53840 0.01494 -0.203 0.048 -0.123 0.100
H -0.14585 -2.26134 -0.24428 0.058 0.124 -0.015 0.111
H 1.25562 1.25352 0.07523 0.181 0.302 0.224 0.156
```
Forces are in eV/Å.

Its net charge is 0. As for the energy above the lowest of the compared OMol25 structures with the same formula, charge and spin: 465.0 kJ/mol. The molar mass comes out at 99.1 g/mol. The calculation puts the LUMO energy at -0.088 eV. As for the highest occupied orbital energy: -8.27 eV. For the frontier orbital gap, the calculation gives 8.2 eV.